Below is a structure of composition C4H8AsF12KO2PS, with properties calculated with wB97M-V/def2-TZVPD.

Element x y z (Å)
F  -0.6480  -0.5050  -4.1696
P  0.8231  0.0286  -4.5874
H  -2.1309  2.2502  0.1746
O  1.4101  0.0306  0.4626
C  -1.3118  2.1016  2.1264
F  1.3159  -1.5177  -4.8129
F  -0.7124  -5.0741  1.6987
As  0.0045  -3.5978  2.2289
H  -1.0063  2.8824  2.8262
F  1.2540  -0.1842  -2.9968
K  0.6700  -2.0332  -1.2599
F  -1.1845  -2.6739  1.3193
F  0.3325  0.1869  -6.0937
H  -2.3609  1.9562  2.3884
H  -0.2609  1.5141  -0.8601
H  0.5877  2.9761  -0.5639
F  0.6949  -2.0739  2.6851
H  -1.4315  3.7511  0.6999
H  -1.0129  0.0297  1.6589
F  0.4544  1.5496  -4.2082
C  -0.4884  0.8393  2.1689
O  1.7991  2.0993  1.8580
H  -0.0723  0.5043  3.1140
F  2.3165  0.5064  -4.9443
F  0.9883  -3.5882  0.7320
F  1.2672  -4.4866  2.9853
C  -1.2625  2.6767  0.6809
C  -0.0159  2.2214  -0.0659
S  0.9392  1.2279  1.1062
F  -0.9580  -3.5980  3.6483

For the highest occupied orbital energy, the calculation gives -8.374 eV. The value obtained for the largest force on an atom is 0.03106 hartree/bohr. The multiplicity is 1. The molecular weight comes out at 493.14 g/mol. The net charge is -1.

Atom charges from the Mulliken analysis, given in e for atoms 1 to 5:
1. F -0.358
2. P 1.214
3. H 0.298
4. O -0.529
5. C -0.768

Below is an isolated molecule of C8H10ClF3N2, with properties calculated with wB97M-V/def2-TZVPD.

Element x y z (Å)
C  0.3515  -2.2587  2.0932
H  1.5350  1.3275  1.4800
H  -1.7106  -2.5992  1.5086
H  -3.0695  -0.3566  0.7533
C  1.0880  -0.6484  -0.4916
H  2.6225  0.5297  -1.3922
C  1.3417  1.9704  -0.5323
H  -2.5239  -0.3959  -1.0784
C  -0.7607  -2.1306  1.1679
C  1.8691  0.5545  -0.6074
N  -1.0675  -1.1131  0.3534
N  -0.2591  -0.4382  -0.3212
H  1.8340  2.4465  -1.3392
F  1.1743  -3.2360  1.8875
H  3.1083  2.0091  0.6441
H  1.1138  -2.7847  -0.7539
F  1.0140  -1.1165  2.3663
H  0.2978  1.9654  -0.5489
H  -2.8405  -2.0278  -0.1428
Cl  3.3333  -1.9547  -1.0421
C  -2.5177  -1.0538  -0.0830
F  -0.0969  -2.5878  3.3517
C  2.1061  1.5423  0.6192
C  1.6526  -1.8322  -0.7002

For the highest occupied orbital energy (alpha / beta), the calculation gives -6.530 / -8.731 eV. The value obtained for the largest force on an atom is 0.13297 hartree/bohr. The multiplicity is 3. The molecular weight comes out at 226.63 g/mol. The net charge is 0.

Atom charges from the Mulliken analysis, given in e for atoms 1 to 5:
1. C 1.000
2. H 0.245
3. H 0.299
4. H 0.261
5. C 0.387

Below is the ion H2NO2S with charge -1, with properties calculated with wB97M-V/def2-TZVPD.

Element x y z (Å)
S  -0.1345  -2.0301  -0.0281
H  -1.1492  0.8010  0.7438
O  0.1395  -0.5457  -1.0885
H  1.0669  0.0302  0.4512
O  -0.4355  1.2544  0.2973
N  0.5128  0.4902  -0.3757

As for the SMILES: ONO[S-]. For the highest occupied orbital energy, the calculation gives -2.809 eV. Its energy above the lowest of the compared OMol25 structures with the same formula, charge and spin is 349.03 kJ/mol. The value obtained for the largest force on an atom is 0.09342 hartree/bohr. The multiplicity is 1. The molecular weight comes out at 80.09 g/mol. The net charge is -1.

Atom charges from the Mulliken analysis, given in e for atoms 1 to 5:
1. S -0.676
2. H 0.282
3. O -0.276
4. H 0.215
5. O -0.385

Below is a structure of composition C11H35N8O6Sn, with properties calculated with wB97M-V/def2-TZVPD.

Element x y z (Å)
H  2.1845  23.6675  -4.0796
O  -1.8750  26.6509  4.7265
C  2.9392  27.5994  -0.0206
H  -2.2353  18.1697  -0.1541
H  -1.6352  27.6185  0.6203
N  -5.9027  25.0390  -1.9167
O  -1.1673  19.5244  1.0616
C  -2.0297  22.2192  1.4138
H  -1.5831  17.5992  1.4208
H  -3.0095  29.4629  -2.0342
C  1.9452  26.6075  -0.6120
H  3.6524  23.6962  -3.1084
N  -2.8558  26.3500  2.6534
C  -1.8055  29.5251  -0.3241
H  3.1444  26.6693  -2.2904
Sn  -1.0609  24.3815  -2.3102
H  0.2277  20.0592  -0.2647
H  -3.4173  25.5762  0.0462
H  -0.5571  17.8384  -0.0141
H  -5.1318  26.1631  0.0604
H  0.9793  22.6505  -0.0290
H  1.0763  27.1052  -1.0611
C  -1.4052  18.2385  0.5611
O  -3.9122  23.9380  -1.7681
C  2.7025  25.8482  -1.7059
H  -2.7462  22.4440  0.6190
N  -0.6723  25.8959  2.9258
H  -1.9241  23.0509  2.1093
H  -2.4333  21.3773  1.9737
H  0.0767  23.7362  0.5885
H  -1.1202  26.3953  -0.0791
N  1.5704  25.6149  0.4275
H  0.5578  25.5427  0.4796
H  -2.4834  27.9272  -1.4164
C  -4.7070  24.8118  -1.3336
C  -0.6911  21.7807  0.8569
N  -2.5306  28.9239  -1.3373
N  -4.3823  25.5849  -0.2748
C  -1.8271  26.3093  3.5588
N  -1.4171  28.5954  0.6249
N  -0.0117  22.8479  0.1058
H  -3.6622  26.9253  2.7917
H  -2.5462  25.9054  1.8007
H  -1.4242  20.4445  -0.7415
C  2.8265  24.3081  -3.4766
C  -0.7198  20.4746  0.1053
H  1.7891  26.0591  1.3162
H  -6.2359  24.4427  -2.6512
O  -1.5652  25.5592  0.0946
O  1.9825  24.9127  -2.5002
H  3.0839  28.4152  -0.7315
H  0.1492  25.6631  3.4502
H  -0.8703  25.5526  1.9913
H  -0.0086  21.6507  1.7081
O  -1.5737  30.7042  -0.2093
H  3.5372  25.2911  -1.2708
H  -6.4825  25.7799  -1.5680
H  3.2297  25.1226  -4.0827
H  3.9116  27.1552  0.1847
H  2.5249  28.0529  0.8799
H  -0.8128  29.0395  1.2989

For the highest occupied orbital energy, the calculation gives -11.891 eV. The value obtained for the largest force on an atom is 0.07114 hartree/bohr. The multiplicity is 1. The molecular weight comes out at 494.16 g/mol. The net charge is +1.

Atom charges from the Mulliken analysis, given in e for atoms 1 to 5:
1. H 0.240
2. O -0.640
3. C -1.650
4. H 0.314
5. H 0.219

Below is a structure of composition C53H40N5Ta, with properties calculated with wB97M-V/def2-TZVPD.

Element x y z (Å)
C  -17.1529  5.9738  25.3723
H  -12.0507  6.9940  21.3602
C  -7.8990  4.0793  22.5791
H  -16.3623  -5.8434  23.1597
C  -9.7656  0.8101  18.9299
H  -9.6576  7.1079  19.9363
H  -6.8405  6.4389  24.0847
H  -8.3922  -0.5635  23.6202
H  -14.6364  6.1517  21.7940
H  -17.3700  3.1038  23.5352
H  -9.4941  -1.9097  23.7829
H  -7.2304  -2.0248  14.4082
C  -11.5983  4.8032  21.2283
C  -12.4047  5.9305  21.4313
C  -13.7286  5.5556  21.6667
C  -9.7653  -2.1424  16.6557
H  -7.6749  0.2343  18.7008
N  -12.4393  3.6419  21.4419
C  -11.2720  -0.7686  25.1768
C  -9.5555  2.1216  23.1943
H  -7.2894  4.5938  20.5571
C  -9.4347  -0.8511  23.5237
C  -15.2022  0.0058  23.4210
C  -10.5172  -0.1538  18.1723
C  -14.6475  3.5153  22.7570
H  -11.0623  1.8605  24.6143
C  -9.0405  0.1443  16.2807
C  -10.2211  1.8632  22.0309
C  -13.1430  -2.2987  19.4831
C  -7.4173  7.7760  22.3852
C  -8.0695  7.8237  21.1620
H  -9.7296  -0.6592  22.5179
C  -16.8489  3.9594  24.0049
C  -9.0471  6.8943  20.8089
H  -10.4682  -2.8612  17.0969
C  -14.5722  -2.5310  21.9272
H  -7.8386  8.5937  20.3754
H  -15.5404  -0.8396  24.0372
H  -12.2864  -0.2785  25.1768
H  -9.5156  1.5461  25.3018
C  -10.0936  1.3852  24.3688
H  -13.6967  -3.2463  19.5198
H  -7.3256  1.6166  20.9768
C  -15.8574  6.4045  25.0263
C  -13.0770  -1.2551  20.5034
C  -13.8880  -1.2312  21.6010
H  -9.2832  5.5210  23.7047
C  -8.8005  -2.5259  15.7179
H  -17.7684  6.6195  26.0334
C  -8.4540  5.5195  22.9332
H  -11.3273  -1.8040  24.9266
H  -14.0352  5.9025  24.1865
H  -6.7988  3.9705  22.7113
H  -6.7469  8.5919  22.6842
N  -10.5414  1.6919  19.6896
H  -18.6082  4.4482  24.9717
H  -15.5087  7.3641  25.4347
C  -8.2419  1.5347  20.3996
C  -9.8170  -0.7494  17.0391
C  -7.9395  -1.6612  15.0850
C  -15.5379  4.3713  23.6745
C  -17.6145  4.8197  24.8425
C  -8.4063  0.8099  19.2954
C  -8.1105  -0.2737  15.3433
Ta  -11.8749  1.7616  21.1406
N  -13.8334  1.2766  21.9932
C  -14.4402  -4.7910  22.7109
C  -14.7419  2.1209  22.7885
H  -10.8594  -0.7980  26.2383
C  -14.2365  -0.0295  22.3389
H  -12.7146  -3.5618  22.2705
H  -8.7600  -3.5513  15.3700
C  -9.0806  5.6827  21.4920
C  -15.8274  -4.8778  22.8411
C  -7.4878  6.6143  23.1952
C  -8.2048  4.3257  21.1335
N  -10.3431  -0.0444  24.2900
C  -8.5852  3.1044  23.4596
H  -12.3989  -2.3402  17.4052
C  -11.6707  -0.6684  18.8051
H  -9.0919  1.1933  16.5242
C  -9.3561  3.6800  20.4361
H  -8.2059  3.0191  24.5177
H  -17.6928  -3.8754  22.5813
H  -9.0489  3.8020  19.3710
C  -13.6769  4.1615  21.9122
C  -15.0607  5.5428  24.2659
C  -9.5760  2.2203  20.7505
H  -16.2045  1.7313  24.4015
C  -10.2261  4.7494  21.0404
N  -12.2313  -0.2017  20.0671
H  -16.6908  -1.8372  21.6708
C  -12.4387  -1.8386  18.3802
H  -13.8228  -5.6642  23.0092
C  -15.9743  -2.6226  22.0358
C  -13.8363  -3.6680  22.2682
H  -7.4531  0.5222  14.9255
C  -15.5538  1.2966  23.6225
C  -16.5873  -3.7814  22.4467

For the highest occupied orbital energy (alpha / beta), the calculation gives -12.035 / -12.034 eV. Its energy above the lowest of the compared OMol25 structures with the same formula, charge and spin is 390.28 kJ/mol. The value obtained for the largest force on an atom is 0.10795 hartree/bohr. The multiplicity is 1. The molecular weight comes out at 927.89 g/mol. The net charge is +2.

Atom charges from the Mulliken analysis, given in e for atoms 1 to 5:
1. C -0.519
2. H 0.581
3. C -0.357
4. H 0.324
5. C 0.168

> Which value of molecular weight does entry 3 give?

80.09 g/mol

Repeat the fourth record exactly.
Below is a structure of composition C11H35N8O6Sn, with properties calculated with wB97M-V/def2-TZVPD.

Element x y z (Å)
H  2.1845  23.6675  -4.0796
O  -1.8750  26.6509  4.7265
C  2.9392  27.5994  -0.0206
H  -2.2353  18.1697  -0.1541
H  -1.6352  27.6185  0.6203
N  -5.9027  25.0390  -1.9167
O  -1.1673  19.5244  1.0616
C  -2.0297  22.2192  1.4138
H  -1.5831  17.5992  1.4208
H  -3.0095  29.4629  -2.0342
C  1.9452  26.6075  -0.6120
H  3.6524  23.6962  -3.1084
N  -2.8558  26.3500  2.6534
C  -1.8055  29.5251  -0.3241
H  3.1444  26.6693  -2.2904
Sn  -1.0609  24.3815  -2.3102
H  0.2277  20.0592  -0.2647
H  -3.4173  25.5762  0.0462
H  -0.5571  17.8384  -0.0141
H  -5.1318  26.1631  0.0604
H  0.9793  22.6505  -0.0290
H  1.0763  27.1052  -1.0611
C  -1.4052  18.2385  0.5611
O  -3.9122  23.9380  -1.7681
C  2.7025  25.8482  -1.7059
H  -2.7462  22.4440  0.6190
N  -0.6723  25.8959  2.9258
H  -1.9241  23.0509  2.1093
H  -2.4333  21.3773  1.9737
H  0.0767  23.7362  0.5885
H  -1.1202  26.3953  -0.0791
N  1.5704  25.6149  0.4275
H  0.5578  25.5427  0.4796
H  -2.4834  27.9272  -1.4164
C  -4.7070  24.8118  -1.3336
C  -0.6911  21.7807  0.8569
N  -2.5306  28.9239  -1.3373
N  -4.3823  25.5849  -0.2748
C  -1.8271  26.3093  3.5588
N  -1.4171  28.5954  0.6249
N  -0.0117  22.8479  0.1058
H  -3.6622  26.9253  2.7917
H  -2.5462  25.9054  1.8007
H  -1.4242  20.4445  -0.7415
C  2.8265  24.3081  -3.4766
C  -0.7198  20.4746  0.1053
H  1.7891  26.0591  1.3162
H  -6.2359  24.4427  -2.6512
O  -1.5652  25.5592  0.0946
O  1.9825  24.9127  -2.5002
H  3.0839  28.4152  -0.7315
H  0.1492  25.6631  3.4502
H  -0.8703  25.5526  1.9913
H  -0.0086  21.6507  1.7081
O  -1.5737  30.7042  -0.2093
H  3.5372  25.2911  -1.2708
H  -6.4825  25.7799  -1.5680
H  3.2297  25.1226  -4.0827
H  3.9116  27.1552  0.1847
H  2.5249  28.0529  0.8799
H  -0.8128  29.0395  1.2989

For the highest occupied orbital energy, the calculation gives -11.891 eV. The value obtained for the largest force on an atom is 0.07114 hartree/bohr. The multiplicity is 1. The molecular weight comes out at 494.16 g/mol. The net charge is +1.

Atom charges from the Mulliken analysis, given in e for atoms 1 to 5:
1. H 0.240
2. O -0.640
3. C -1.650
4. H 0.314
5. H 0.219

> molecular weight of number 3 (H2NO2S)?

80.09 g/mol